# 1
Here is a 2-piece molecular cluster, C9H14O2 overall from OMol25. Energies are from ωB97M-V/def2-TZVPD.

Cartesian coordinates (Å):
1 O -0.992 0.513 3.244
2 O 0.751 2.786 -1.462
3 C 1.490 -0.584 -0.111
4 C 0.500 -1.292 -0.818
5 C -1.437 0.396 1.918
6 C -1.727 -1.061 1.597
7 C 0.675 -2.804 -1.042
8 C 1.539 0.825 -0.145
9 C 0.680 1.476 -1.132
10 C -0.393 0.743 -1.612
11 C -0.536 -0.654 -1.526
12 H 2.182 1.401 0.459
13 H -0.389 -0.293 3.327
14 H -1.366 -1.080 -2.014
15 H -1.827 -1.202 0.519
16 H 1.550 3.236 -1.144
17 H -0.715 1.012 1.338
18 H 0.001 -3.188 -1.827
19 H 0.395 -3.319 -0.049
20 H 2.281 -1.198 0.369
21 H -0.871 1.309 -2.464
22 H -2.276 1.018 1.860
23 H 1.686 -3.096 -1.329
24 H -0.849 -1.716 1.794
25 H -2.620 -1.535 2.137

For the energy, the calculation gives -13653.399 eV. The orbital gap is 9.0 eV. The SMILES is Cc1ccc(O)cc1.CCO.



# 2
Here is a 2-piece molecular cluster, C9H14O2 overall from OMol25. Energies are from ωB97M-V/def2-TZVPD.

Cartesian coordinates (Å):
1 O 0.388 -1.082 4.342
2 O -2.356 -0.810 -4.079
3 C 2.734 -0.301 1.605
4 C 0.914 -0.805 3.114
5 C 1.796 0.077 0.637
6 C -0.052 -0.641 2.082
7 C 0.452 -0.242 0.857
8 C -2.963 0.877 -2.380
9 C 2.247 -0.812 2.907
10 C 2.051 1.016 -0.394
11 C -1.973 -0.053 -2.964
12 H 3.074 1.404 -0.584
13 H -0.254 -0.200 0.164
14 H 1.499 2.027 -0.360
15 H -3.590 0.314 -1.497
16 H 2.984 -1.111 3.713
17 H 0.766 -0.641 5.119
18 H -2.812 1.891 -2.113
19 H -1.074 -0.905 2.336
20 H 1.783 0.661 -1.385
21 H -3.875 1.081 -3.068
22 H -1.097 0.550 -3.406
23 H -2.995 -1.536 -3.932
24 H -1.532 -0.717 -2.155
25 H 3.887 -0.042 1.439

For the energy, the calculation gives -13652.419 eV. The orbital gap is 9.3 eV. The SMILES is Cc1ccc(O)cc1.CCO.



# 3
Here is C9H14OSSi as an isolated structure from OMol25. Energies are from ωB97M-V/def2-TZVPD.

Cartesian coordinates (Å):
1 S 4.081 1.348 -0.678
2 Si -0.687 -0.600 -0.648
3 O 0.167 -1.483 0.325
4 C 3.272 2.324 0.618
5 C 2.441 0.120 0.836
6 C 3.234 -0.041 -0.249
7 C 1.590 -1.350 2.580
8 C -0.653 1.252 -0.417
9 C -0.052 -1.051 -2.474
10 C 2.427 1.498 1.309
11 C 1.511 -0.855 1.349
12 C -2.413 -1.313 -0.342
13 H 1.810 1.705 2.056
14 H -2.875 -0.544 0.397
15 H -0.836 -1.115 -3.279
16 H -0.131 1.768 -1.181
17 H 3.160 -0.963 -0.844
18 H -3.118 -1.258 -1.153
19 H 3.773 3.252 0.653
20 H 2.212 -0.880 3.256
21 H -0.073 1.377 0.525
22 H 1.037 -2.186 2.972
23 H -1.636 1.802 -0.135
24 H 0.721 -0.318 -2.702
25 H -2.349 -2.380 0.095
26 H 0.411 -2.072 -2.633

For the energy, the calculation gives -30318.350 eV. The orbital gap is 9.5 eV.